(i)
Formula: C6H8O2
Source: OMol25
Level of theory: ωB97M-V/def2-TZVPD

The LUMO energy is 0.80 eV. The value obtained for the HOMO energy is -8.706 eV.

CARTESIAN COORDINATES (ANGSTROEM)
C: 2.145 -0.825 0.252
C: 0.683 -0.460 0.164
C: -0.132 -1.351 -0.052
O: -1.429 -1.172 -0.341
C: -1.941 -0.017 -0.073
C: -1.257 1.084 0.328
C: 0.202 1.017 0.384
O: 0.981 1.615 -0.760
H: 2.566 -1.937 0.057
H: 2.424 -0.307 1.175
H: 2.687 -0.509 -0.494
H: 0.259 -2.461 -0.063
H: -3.131 0.060 0.046
H: -1.707 2.008 1.134
H: 0.426 1.371 1.429
H: 1.860 1.533 -0.493

***

(ii)
Formula: C6H8O2
Source: OMol25
Level of theory: ωB97M-V/def2-TZVPD

The LUMO energy is 1.05 eV. The value obtained for the HOMO energy is -9.500 eV.

CARTESIAN COORDINATES (ANGSTROEM)
C: -0.548 -0.747 -1.438
C: 0.688 -1.112 -1.229
O: 1.286 -1.133 -0.030
C: 1.698 0.161 0.346
C: 1.011 1.089 1.018
C: -0.422 0.883 1.390
O: -1.320 0.930 0.259
C: -1.539 -0.323 -0.382
H: -0.915 -0.830 -2.439
H: 1.279 -1.435 -2.062
H: 2.688 0.203 -0.013
H: 1.461 2.089 1.210
H: -0.716 1.683 2.073
H: -0.470 -0.127 1.848
H: -1.635 -1.209 0.268
H: -2.549 -0.121 -0.818

***

(iii)
Formula: C6H8O2
Source: OMol25
Level of theory: ωB97M-V/def2-TZVPD

The LUMO energy is 1.02 eV. The value obtained for the HOMO energy is -9.192 eV.

CARTESIAN COORDINATES (ANGSTROEM)
C: 1.849 0.048 -0.484
O: 1.345 -1.236 0.196
C: 0.030 -0.790 0.118
C: -1.569 -1.041 0.079
O: -1.796 0.247 -0.636
C: -0.863 1.207 0.010
C: 0.878 1.161 -0.088
C: 0.039 0.481 0.932
H: 1.854 -0.174 -1.547
H: 2.939 0.258 -0.351
H: 0.070 -0.495 -0.958
H: -1.937 -0.970 1.158
H: -1.998 -1.863 -0.549
H: -1.093 2.223 0.240
H: 1.435 2.124 0.164
H: 0.153 0.409 1.964

***

Stability check: which of them is least stable? (iii).